Entry 1:
Below is C3H14N2O as an isolated structure at a distorted geometry, with properties calculated with ωB97M-V/def2-TZVPD.

Atoms and positions in Å:
C (-0.220, 1.078, 0.273)
C (0.843, 0.728, -0.846)
C (0.271, -0.513, -1.385)
N (1.069, -1.234, -3.019)
N (0.184, 0.481, 1.596)
H (-1.197, 0.644, 0.063)
H (-0.272, 2.153, 0.385)
H (1.772, 0.625, -0.284)
H (1.041, 1.496, -1.580)
H (0.289, -1.542, -1.044)
H (-0.542, -0.410, -2.094)
H (0.535, -1.029, -3.873)
H (1.973, -0.769, -2.968)
H (1.218, -2.233, -3.205)
H (0.740, 1.115, 2.170)
H (0.753, -0.354, 1.481)
H (-0.704, 0.106, 2.118)
H (-2.829, 0.003, 2.948)
H (-1.920, -1.098, 3.391)
O (-1.884, -0.203, 3.017)

Values from the calculation:
Net charge: +2
Electronic energy (eV): -8347.83628
Spin multiplicity: 1
ΔE to the lowest compared entry with this formula, charge and spin (eV): 1.822
Orbital gap (eV): 11.93
E_HOMO (eV): -20.0


Entry 2:
Below is C34H73F10N13O22S10 as an isolated structure at a distorted geometry, with properties calculated with ωB97M-V/def2-TZVPD.

Atoms and positions in Å:
C (-3.245, 8.025, 29.157)
C (-4.557, 8.375, 29.873)
N (-5.259, 9.653, 29.333)
C (-4.367, 10.816, 29.580)
C (-5.545, 9.420, 27.836)
C (-6.457, 10.481, 27.165)
C (-6.535, 9.873, 30.047)
C (-6.332, 10.173, 31.515)
O (-6.233, 9.051, 32.282)
C (-6.112, 9.256, 33.632)
H (-2.843, 7.250, 29.778)
H (-2.594, 8.884, 29.138)
H (-3.377, 7.538, 28.173)
H (-4.479, 8.640, 30.930)
H (-5.287, 7.582, 29.755)
H (-3.774, 10.683, 30.501)
H (-5.029, 11.698, 29.572)
H (-3.690, 10.984, 28.750)
H (-6.094, 8.409, 27.867)
H (-4.542, 9.382, 27.338)
H (-6.162, 10.588, 26.134)
H (-6.269, 11.423, 27.635)
H (-7.472, 10.212, 27.331)
H (-7.125, 8.920, 29.934)
H (-7.077, 10.697, 29.599)
H (-7.105, 10.897, 31.820)
H (-5.456, 10.833, 31.680)
H (-7.062, 9.658, 34.062)
H (-5.259, 9.871, 33.790)
H (-5.879, 8.254, 34.084)
C (1.888, 8.995, 23.637)
C (2.066, 7.836, 24.583)
N (3.584, 7.576, 24.834)
C (4.401, 7.158, 23.575)
C (4.285, 8.759, 25.387)
C (3.453, 9.494, 26.409)
C (3.567, 6.447, 25.860)
C (3.501, 5.006, 25.431)
O (4.801, 4.433, 25.072)
C (4.540, 3.107, 24.524)
H (2.446, 8.816, 22.704)
H (2.186, 9.909, 24.198)
H (0.846, 9.133, 23.410)
H (1.647, 6.881, 24.254)
H (1.660, 8.001, 25.613)
H (5.372, 6.756, 23.867)
H (4.629, 7.977, 22.861)
H (3.969, 6.258, 23.105)
H (4.600, 9.462, 24.523)
H (5.206, 8.418, 25.914)
H (3.139, 8.870, 27.248)
H (2.510, 9.872, 25.995)
H (4.075, 10.226, 26.908)
H (2.730, 6.763, 26.465)
H (4.496, 6.541, 26.388)
H (2.808, 4.773, 24.657)
H (3.161, 4.526, 26.385)
H (3.914, 2.498, 25.187)
H (5.477, 2.626, 24.409)
H (4.038, 3.126, 23.573)
C (-2.345, 12.975, 30.096)
C (-1.345, 13.956, 29.622)
N (-0.108, 13.338, 29.252)
C (0.691, 12.498, 29.920)
C (1.749, 12.200, 29.186)
N (1.577, 12.896, 27.969)
C (0.409, 13.518, 28.076)
C (2.446, 12.857, 26.813)
H (-3.291, 13.459, 30.526)
H (-1.963, 12.246, 30.825)
H (-2.599, 12.411, 29.165)
H (-1.231, 14.792, 30.389)
H (-1.754, 14.482, 28.719)
H (0.434, 12.211, 30.905)
H (2.608, 11.537, 29.292)
H (0.020, 14.186, 27.286)
H (1.962, 12.188, 26.095)
H (3.403, 12.360, 27.097)
H (2.624, 13.801, 26.308)
C (-1.201, 18.401, 25.518)
C (-1.497, 16.952, 25.941)
N (-0.551, 16.138, 25.164)
C (0.832, 16.138, 25.127)
C (1.180, 15.057, 24.383)
N (0.072, 14.408, 23.929)
C (-0.967, 15.082, 24.474)
C (-0.115, 13.281, 23.011)
H (-1.487, 18.554, 24.473)
H (-0.163, 18.615, 25.591)
H (-1.749, 19.118, 26.125)
H (-2.553, 16.605, 25.652)
H (-1.389, 16.780, 26.961)
H (1.434, 16.832, 25.700)
H (2.182, 14.683, 24.133)
H (-2.013, 14.768, 24.409)
H (0.330, 13.535, 22.066)
H (-1.168, 13.010, 23.031)
H (0.351, 12.345, 23.370)
C (3.072, 14.594, 32.956)
C (1.991, 14.961, 33.933)
N (0.816, 14.082, 33.926)
C (0.681, 12.750, 33.750)
C (-0.588, 12.387, 34.130)
N (-1.129, 13.506, 34.654)
C (-0.345, 14.529, 34.427)
C (-2.408, 13.611, 35.430)
H (2.728, 14.826, 31.960)
H (3.371, 13.549, 33.085)
H (3.964, 15.180, 33.258)
H (1.647, 16.028, 33.804)
H (2.388, 14.956, 34.995)
H (1.554, 12.142, 33.556)
H (-0.989, 11.445, 34.525)
H (-0.572, 15.563, 34.648)
H (-3.200, 13.168, 34.852)
H (-2.721, 14.681, 35.516)
H (-2.205, 13.207, 36.390)
N (0.020, 7.920, 32.024)
S (-1.366, 7.772, 32.774)
O (-1.179, 6.831, 33.792)
O (-2.617, 7.768, 32.038)
F (-1.566, 9.210, 33.582)
S (0.095, 8.996, 30.936)
O (-1.032, 9.778, 30.722)
O (0.868, 8.588, 29.840)
F (1.253, 10.051, 31.631)
N (1.557, 17.648, 30.457)
S (1.274, 16.845, 29.105)
O (0.005, 16.918, 28.438)
O (1.753, 15.504, 29.250)
F (2.278, 17.563, 28.011)
S (0.683, 18.827, 30.927)
O (1.357, 19.416, 32.088)
O (-0.719, 18.581, 30.920)
F (1.004, 19.968, 29.806)
N (4.646, 11.167, 22.976)
S (4.573, 10.816, 21.445)
O (3.560, 11.464, 20.656)
O (4.716, 9.376, 21.316)
F (6.023, 11.297, 20.952)
S (4.242, 12.744, 23.304)
O (2.835, 13.016, 23.355)
O (5.075, 13.753, 22.770)
F (4.707, 12.643, 24.795)
N (-3.853, 14.318, 32.808)
S (-3.864, 15.912, 33.119)
O (-3.894, 16.242, 34.520)
O (-4.547, 16.791, 32.239)
F (-2.309, 16.207, 32.758)
S (-5.320, 13.756, 32.522)
O (-5.478, 13.437, 31.135)
O (-6.378, 14.567, 33.045)
F (-5.362, 12.365, 33.329)
N (-2.495, 10.611, 26.443)
S (-1.041, 10.056, 26.545)
O (-0.012, 10.627, 25.700)
O (-0.991, 8.618, 26.609)
F (-0.573, 10.642, 27.905)
S (-3.023, 11.917, 25.830)
O (-4.312, 11.727, 25.327)
O (-2.012, 12.653, 25.164)
F (-3.194, 12.776, 27.161)

Values from the calculation:
Electronic energy (eV): -236380.17427
Spin multiplicity: 1
Orbital gap (eV): 9.92
E_HOMO (eV): -9.9


Entry 3:
Below is one molecule with the formula BrFHOPS at a distorted geometry, with properties calculated with ωB97M-V/def2-TZVPD.

Atoms and positions in Å:
O (1.044, 0.688, -0.133)
F (-0.211, -1.115, -1.183)
P (-0.416, 0.046, -0.079)
S (-1.790, 1.387, -0.504)
Br (-0.495, -1.252, 1.962)
H (1.868, 0.247, -0.063)

Values from the calculation:
⟨S²⟩: 2.007
Electronic energy (eV): -94946.84804
Spin multiplicity: 3
ΔE to the lowest compared entry with this formula, charge and spin (eV): 0.000
Orbital gap (alpha / beta) (eV): 7.30 / 6.04
E_HOMO (alpha / beta) (eV): -6.8 / -10.2


Entry 4:
Below is a 2-piece molecular cluster, H3INO2P overall at a distorted geometry, with properties calculated with ωB97M-V/def2-TZVPD.

Atoms and positions in Å:
O (0.190, 0.189, -0.098)
P (0.033, 1.186, 0.983)
N (-0.862, 0.329, 2.092)
I (-1.485, 0.784, 3.951)
H (-1.360, -0.526, 1.915)
O (1.463, -0.875, -2.845)
H (0.667, -0.892, -2.394)
H (1.353, -0.194, -3.604)

Values from the calculation:
Electronic energy (eV): -23022.90402
Spin multiplicity: 1
ΔE to the lowest compared entry with this formula, charge and spin (eV): 0.666
Structure (SMILES): O=PNI.O
Orbital gap (eV): 9.18
E_HOMO (eV): -9.7


Entry 5:
Below is an isolated ion of composition C11H14F2N and charge +1 at a distorted geometry, with properties calculated with ωB97M-V/def2-TZVPD.

Atoms and positions in Å:
C (1.836, 1.928, -0.644)
C (1.319, 0.521, -0.608)
N (1.759, -0.293, -1.765)
C (0.495, -0.046, 0.278)
C (-0.006, 0.808, 1.370)
C (-0.665, 0.164, 2.353)
C (-0.821, -1.248, 2.471)
C (-0.376, -2.070, 1.513)
C (-0.002, -1.450, 0.191)
F (1.150, -2.294, -0.371)
C (-1.098, -1.451, -0.874)
C (-2.316, -0.817, -0.347)
C (-2.673, 0.454, -0.619)
F (-2.039, 1.181, -1.562)
H (2.034, 2.496, 0.375)
H (1.109, 2.460, -1.280)
H (2.838, 1.961, -1.104)
H (1.684, 0.218, -2.627)
H (1.230, -1.191, -1.825)
H (2.702, -0.508, -1.572)
H (0.313, 1.849, 1.471)
H (-1.221, 0.716, 3.010)
H (-1.277, -1.621, 3.426)
H (-0.287, -3.150, 1.518)
H (-1.445, -2.472, -0.932)
H (-0.924, -1.031, -1.853)
H (-2.848, -1.457, 0.387)
H (-3.569, 0.980, -0.290)

Values from the calculation:
Net charge: +1
Electronic energy (eV): -18549.87715
Spin multiplicity: 1
ΔE to the lowest compared entry with this formula, charge and spin (eV): 2.022
Structure (SMILES): C/C([NH3+])=C1\C=CC=C[C@@]1(F)C/C=C\F
Orbital gap (eV): 8.13
E_HOMO (eV): -12.1